Entry from the OMol25 dataset: a structure of composition C17H38BrN5OS4SbZr (wB97M-V/def2-TZVPD).

Calculated values
- total charge = +2
- energy relative to the best compared isomer or geometry (same formula, charge and spin) (eV) = 1.119
- E_HOMO (spin up / spin down) (eV) = -13.94 / -13.78
- LUMO (spin up / spin down) (Eh) = -0.2046 / -0.2632
- spin multiplicity = 2

Last column: Mulliken spin population.
CARTESIAN COORDINATES (ANGSTROEM)
1 Zr -1.4362 -1.1918 -0.2581  -0.007
2 S -3.1159 -4.2930 1.7423  0.914
3 Sb -4.0586 -3.6559 -0.3683  -0.044
4 S -3.8783 -1.4129 0.4999  0.141
5 S -2.0505 -3.1998 -1.6312  0.000
6 N 0.4046 -2.9429 0.1831  0.002
7 C 0.8636 -3.6990 1.3915  -0.004
8 C 1.6325 -2.8702 2.4129  0.001
9 C 0.8029 -2.1056 3.4422  -0.004
10 C -0.1044 -1.0209 2.8905  0.004
11 N -1.2183 -1.5749 2.0698  0.004
12 H -0.0681 -3.6244 -0.4102  0.000
13 H 1.2393 -2.6998 -0.3448  -0.001
14 H 1.4990 -4.5178 1.0502  0.000
15 H -0.0151 -4.1689 1.8389  0.000
16 H 2.3119 -2.1879 1.8927  0.000
17 H 2.2752 -3.5609 2.9614  0.000
18 H 1.4825 -1.6396 4.1581  0.000
19 H 0.1978 -2.8118 4.0200  0.000
20 H 0.4620 -0.3137 2.2869  0.000
21 H -0.5351 -0.4522 3.7150  0.001
22 H -2.1054 -1.2667 2.4521  -0.007
23 H -1.2629 -2.5880 2.1840  0.009
24 N -2.4496 0.5646 -1.4791  -0.006
25 C -2.4725 0.3897 -2.9478  0.004
26 C -1.0402 0.1881 -3.3866  -0.001
27 N -0.4869 -0.9648 -2.6420  0.000
28 H -3.3937 0.6562 -1.1126  -0.005
29 H -1.9716 1.4342 -1.2538  0.000
30 H -2.9188 1.2506 -3.4461  0.000
31 H -3.0736 -0.4911 -3.1748  0.000
32 H -0.4525 1.0758 -3.1387  0.000
33 H -0.9788 0.0426 -4.4652  0.000
34 H 0.5269 -0.9153 -2.6629  0.000
35 H -0.7433 -1.8200 -3.1265  0.000
36 C 3.1283 -0.5261 -3.8250  0.000
37 C 2.6816 0.3662 -2.6710  0.000
38 C 2.8175 -0.3740 -1.3441  0.000
39 S 1.8815 0.1383 0.1098  0.000
40 O 0.3900 0.0957 -0.2724  0.002
41 C 2.2754 1.8835 0.3043  0.000
42 C 1.7780 2.8818 -0.7378  0.000
43 C 1.7565 4.2887 -0.1488  0.000
44 H 3.0661 0.0088 -4.7708  0.000
45 H 2.5084 -1.4231 -3.9050  0.000
46 H 4.1612 -0.8501 -3.6939  0.000
47 H 1.6514 0.7007 -2.8216  0.000
48 H 3.2972 1.2640 -2.6469  0.000
49 H 3.8523 -0.3821 -0.9863  0.000
50 H 2.5423 -1.4272 -1.4595  0.000
51 H 3.3643 1.8979 0.4152  0.000
52 H 1.8615 2.1139 1.2906  0.000
53 H 0.7805 2.5963 -1.0831  0.000
54 H 2.4262 2.8691 -1.6100  0.000
55 H 1.1006 4.3457 0.7210  0.000
56 H 1.4079 5.0098 -0.8860  0.000
57 H 2.7534 4.5950 0.1694  0.000
58 Br -4.4725 2.0534 4.3800  0.000
59 C -3.1595 2.1891 3.0496  -0.001
60 C -2.4533 3.3623 2.8483  0.000
61 C -1.5032 3.3758 1.8406  0.000
62 C -1.2881 2.2307 1.0950  -0.001
63 N -1.9677 1.0910 1.2800  0.009
64 C -2.8958 1.0913 2.2421  -0.009
65 H -2.6459 4.2370 3.4545  0.000
66 H -0.9374 4.2730 1.6336  0.000
67 H -0.5458 2.2212 0.3096  0.000
68 H -3.4813 0.1902 2.3755  0.000

Cartesian forces (eV/Å) of the 6 atoms listed first:
Zr 0.056 -0.142 0.094
S -0.014 -0.025 0.013
Sb -0.055 0.032 0.049
S -0.024 0.042 0.027
S -0.072 -0.025 -0.031
N -0.005 0.098 -0.145